1.
19
Properties=species:S:1:pos:R:3:lowdin_charge:R:1 method="wB97M-V/def2-TZVPD" smiles=C[C@H](CS)NCN total_charge=0 energy_ev=-18157.6738 e_above_lowest_kcal_mol=8.0 homo_lumo_gap_ev=10.02 e_lumo_ha=0.036 multiplicity=1 homo_ev=-9.04
C 0.95 1.58 -0.05 -0.06
C 0.49 0.11 -0.16 -0.49
C 1.43 -0.69 -1.05 -0.52
S 2.85 -1.42 -0.14 0.69
N -0.91 -0.08 -0.56 -0.05
C -1.88 0.27 0.47 -0.31
N -2.04 -0.80 1.46 0.01
H 0.75 2.12 -0.98 0.08
H 0.38 2.10 0.72 0.07
H 2.00 1.64 0.21 0.07
H 0.61 -0.29 0.85 0.11
H 0.92 -1.49 -1.56 0.06
H 1.96 -0.14 -1.82 0.06
H 2.15 -2.27 0.60 -0.15
H -1.06 0.44 -1.41 0.11
H -1.60 1.20 0.97 0.09
H -2.82 0.49 -0.03 0.11
H -2.88 -1.32 1.24 0.06
H -1.30 -1.47 1.26 0.06


2.
51
Properties=species:S:1:pos:R:3:lowdin_charge:R:1 method="wB97M-V/def2-TZVPD" total_charge=0 energy_ev=-660601.7366 homo_lumo_gap_ev=9.33 e_lumo_ha=0.000 multiplicity=1 homo_ev=-9.34
C 2.16 -0.56 1.27 -1.58
Br 3.63 -1.54 0.58 0.61
Br 2.88 1.02 2.21 0.55
Br 1.20 -1.64 2.54 0.57
H 1.46 -0.20 0.53 -0.04
C -2.74 -4.81 2.19 -1.64
Br -1.48 -5.66 1.00 0.56
Br -1.96 -4.64 3.97 0.53
Br -4.33 -5.85 2.27 0.59
H -2.95 -3.81 1.85 -0.04
C -0.40 0.87 5.75 -1.62
Br -1.72 -0.50 5.36 0.52
Br -0.21 1.95 4.18 0.55
Br 1.24 0.01 6.26 0.56
H -0.75 1.50 6.60 0.00
F 1.02 -1.83 -5.46 0.05
C 0.57 -2.87 -4.70 -0.29
C 1.40 -3.92 -4.49 -0.02
C 0.98 -5.00 -3.72 -0.07
C -0.28 -4.96 -3.12 -0.08
C -1.08 -3.84 -3.33 -0.08
C -0.66 -2.76 -4.11 -0.02
H 2.39 -3.90 -4.91 0.12
H 1.57 -5.87 -3.54 0.10
H -0.51 -5.83 -2.52 0.09
H -2.03 -3.71 -2.83 0.10
H -1.23 -1.85 -4.14 0.10
F 0.15 4.44 -0.88 0.04
C 0.97 5.08 -0.02 -0.29
C 1.67 4.29 0.91 -0.01
C 2.43 4.98 1.83 -0.11
C 2.55 6.33 1.85 -0.12
C 1.81 7.04 0.96 -0.07
C 0.93 6.43 0.00 0.01
H 1.61 3.23 0.88 0.04
H 3.02 4.37 2.51 0.10
H 3.19 6.88 2.54 0.12
H 1.84 8.10 1.07 0.10
H 0.32 6.90 -0.79 0.13
F -2.59 -2.19 -0.17 0.04
C -2.03 -1.00 -0.50 -0.28
C -1.34 -0.30 0.43 -0.03
C -0.89 0.99 0.00 -0.09
C -0.90 1.44 -1.28 -0.08
C -1.66 0.71 -2.19 -0.06
C -2.25 -0.53 -1.83 -0.01
H -1.32 -0.85 1.39 0.09
H -0.54 1.66 0.78 0.09
H -0.45 2.38 -1.49 0.08
H -1.75 0.94 -3.25 0.11
H -2.93 -1.11 -2.44 0.10


3.
16
Properties=species:S:1:pos:R:3:lowdin_charge:R:1 method="wB97M-V/def2-TZVPD" smiles="C[C@H](N)C(=O)O.O" total_charge=0 energy_ev=-10889.4815 e_above_lowest_kcal_mol=25.4 homo_lumo_gap_ev=9.84 e_lumo_ha=0.022 multiplicity=1 homo_ev=-9.22
C -0.54 -0.99 -1.22 -0.06
C -0.62 0.39 -0.71 -0.46
N 0.50 1.12 -0.96 0.04
C -0.93 0.27 0.86 -0.43
O -0.12 0.47 1.79 0.04
O -2.19 -0.13 1.04 0.09
H -1.46 -1.56 -1.18 0.08
H 0.33 -1.62 -0.93 0.10
H -0.28 -0.71 -2.29 0.11
H -1.47 1.05 -1.07 0.17
H 1.39 0.85 -0.56 0.07
H 0.46 2.10 -0.67 0.10
H -2.29 -0.07 2.06 0.17
O 2.45 -0.31 0.90 -0.09
H 3.11 -0.69 1.53 0.06
H 1.65 -0.19 1.44 0.00


| no. | molecular weight (u) | maximum force (eV/A) |
| --- | --- | --- |
| 1 | 120.22 | 1.1 |
| 2 | 1046.50 | 3.3 |
| 3 | 107.11 | 4.7 |